Density functional theory data (ωB97M-V/def2-TZVPD) for a cluster of 7 separate species, C33H60B2F8NO22 in total at a distorted geometry.

strongest force on any atom: 1.58 eV/Å
E: -3852.353071 hartree
total charge: -1

Positions of all 126 atoms, in Å:
H 0.275 8.577 5.259
O 0.455 6.086 1.917
O -5.621 -1.611 1.986
H -4.497 -0.256 -13.519
H 5.345 -9.064 1.290
H -6.148 1.547 -8.183
O -5.558 -2.749 0.030
H -5.618 -4.071 1.631
O 5.079 -0.601 3.391
F 1.452 1.496 1.702
F -0.093 0.066 -1.438
C -1.708 -2.467 -3.139
H 3.285 -3.069 2.398
H -1.861 1.369 -5.361
C -4.194 0.927 -8.836
C 2.834 -5.159 2.647
H 1.438 -0.896 -4.677
H 8.706 -1.329 5.299
C -4.672 0.528 0.737
H -1.743 -3.244 -3.904
B 0.026 0.383 -5.063
O 0.851 1.537 -5.221
C -5.227 1.997 -8.558
C 0.062 4.648 5.096
H 0.290 4.934 0.259
F 1.603 -0.450 -0.200
O 1.431 4.252 4.971
F 0.228 2.370 0.069
H -1.966 -1.580 -5.573
O 4.953 -6.662 1.979
H -4.081 0.382 1.639
H -6.210 0.165 -13.246
C -1.604 -2.315 -0.803
H 2.334 4.265 1.547
H -5.893 -4.738 0.027
H 2.645 -3.855 0.944
C 4.724 -8.794 0.438
B -2.468 -0.724 -4.870
H -0.254 4.986 4.116
C 3.703 -0.208 3.429
O -4.873 -0.709 0.053
H -0.428 2.053 1.895
C 0.983 5.678 0.645
C 3.856 -6.987 1.605
H -5.476 2.551 -9.464
H -0.054 5.463 5.806
C 7.664 -1.304 5.613
H 7.538 -0.444 6.271
H 3.388 -0.038 2.403
H 1.079 1.909 -4.366
O -1.805 -3.163 -1.873
H 3.078 5.810 1.154
H 2.691 1.701 7.800
O 0.656 -0.844 -5.233
O 5.140 -0.421 5.642
H 7.392 -3.439 5.626
C -2.810 -1.462 -3.421
H 4.307 -4.143 1.436
F -1.699 0.414 0.622
H 6.270 -2.572 6.667
F 0.732 -2.534 -1.406
O 1.553 4.037 7.218
H -3.278 1.351 -9.248
O 0.391 7.373 3.631
C -0.107 -2.056 -0.465
H 0.766 9.418 3.777
C -1.487 0.581 -4.689
H -5.630 0.986 0.981
H 3.975 3.859 7.761
C 0.923 7.227 2.414
H -8.037 -4.681 1.258
H 5.100 3.157 6.605
C -5.377 -1.682 0.806
N -4.843 1.378 -4.026
C 3.296 -3.986 1.809
H 4.357 -9.698 -0.040
O 3.274 3.542 5.831
F 0.205 -2.750 0.675
H 3.772 1.032 6.580
F -0.314 -0.490 2.038
C 2.359 5.068 0.808
H 3.572 0.712 3.996
H 1.837 -4.965 3.041
H 3.495 -5.330 3.496
H -2.036 -2.789 0.083
H -1.495 0.987 -3.665
C 0.259 -0.560 -0.299
H 2.711 4.662 -0.141
H -3.932 0.421 -7.909
H -0.741 -1.968 -3.267
C 0.876 8.503 4.356
H -4.851 2.699 -7.814
H 1.919 8.354 4.631
H 7.955 -2.764 7.168
O 2.714 -6.357 1.865
C -7.616 -3.759 0.854
O -3.828 -0.266 -5.497
H -3.814 -1.897 -3.387
O -4.716 -0.087 -9.718
C 0.228 1.578 1.155
H 3.097 -1.005 3.857
O -5.281 -0.807 -11.670
H -7.858 -2.943 1.534
C 4.068 3.133 6.953
C -4.749 0.227 -11.003
O 6.904 -1.122 4.412
O 1.711 7.971 1.894
C 7.300 -2.597 6.312
H 4.389 1.409 8.199
H -0.547 3.795 5.396
H -5.737 -1.525 -13.509
C -4.438 0.559 -4.744
H -8.092 -3.543 -0.104
O 3.577 -8.054 0.852
H -4.131 1.178 0.055
H -2.110 -1.351 -0.917
C -6.118 -3.895 0.678
O -4.373 1.255 -11.506
C 2.038 3.953 6.119
C -0.399 0.184 0.879
H -2.794 -0.650 -2.676
C 5.656 -0.687 4.586
C -5.434 -0.578 -13.068
H 0.994 6.512 -0.057
H 5.304 -8.217 -0.281
C 3.709 1.736 7.412

These are the Löwdin partial charges, in e, on atoms 1 to 8: number 1, H, carries 0.092; number 2, O, carries 0.027; number 3, O, carries 0.114; number 4, H, carries 0.092; number 5, H, carries 0.093; number 6, H, carries 0.083; number 7, O, carries 0.041; number 8, H, carries 0.122

***

Density functional theory data (ωB97M-V/def2-TZVPD) for a structure of composition C33H60N6O6S2Si2 at a distorted geometry.

strongest force on any atom: 2.35 eV/Å
E: -3448.880179 hartree
total charge: 0

Positions of all 109 atoms, in Å:
H -2.260 -5.456 -0.886
H -0.740 -2.684 -6.011
H -4.686 0.729 -5.317
O 1.461 5.394 4.024
H -6.393 0.959 0.817
Si -1.756 1.823 3.921
H 3.875 1.307 -4.872
H 8.400 -0.407 -1.588
H -3.302 -0.639 -2.511
C -2.341 -4.598 -0.216
C -0.741 -1.983 -3.963
H 3.346 4.190 7.217
C 1.274 -2.033 3.517
H 8.209 -0.935 -3.285
C 3.684 5.159 6.864
H -4.865 -0.491 -3.338
C -4.372 2.138 -3.726
H 4.750 5.102 6.634
H 4.308 -0.584 -8.198
H -3.596 4.833 2.773
C 7.995 -0.142 -2.566
H -0.724 -1.519 -1.835
H 7.223 -2.419 -1.775
H 2.976 -2.328 2.230
H -3.892 3.074 2.773
H 5.450 0.742 -7.846
C -5.228 1.530 -4.811
H -0.872 -1.573 3.184
S 2.319 -2.885 -1.115
H 1.572 -1.520 1.439
C -1.259 -3.745 -0.107
H -5.404 0.723 4.362
H 1.063 -0.405 5.876
H -4.528 -3.111 1.894
C 1.553 3.564 5.563
H 1.023 -2.933 4.091
H -6.155 1.139 -4.389
H -5.150 2.227 1.006
H -0.955 3.801 2.772
H -4.763 -0.225 -1.589
C -0.596 -2.924 -4.960
C -3.617 -3.274 1.321
C 5.314 -0.340 -7.855
O -0.367 1.534 4.865
H -0.159 -5.030 -5.325
N 2.963 5.575 5.677
H 3.533 5.898 7.653
H -2.927 1.405 4.714
C -2.541 -2.412 1.412
C 6.148 -2.293 -1.696
C -0.575 -2.276 -2.602
H 2.396 2.871 5.554
C -5.004 0.617 2.418
C -3.149 3.859 2.551
H -7.628 1.723 3.905
H 0.132 -5.541 -2.984
H 3.196 6.463 5.261
H 1.170 3.673 6.579
C 5.551 -0.910 -6.477
H -1.718 0.978 2.706
S 1.357 -3.929 1.466
N -5.681 1.124 3.479
Si -0.163 -0.125 5.094
H 0.766 3.156 4.940
O 6.434 -1.727 -6.254
H 4.957 -0.899 -4.582
C -1.850 3.619 3.384
N -3.964 1.320 -2.717
H 2.734 -0.010 -5.222
C -6.716 2.142 3.477
C 6.508 0.090 -2.473
O -4.151 -0.244 2.583
H 3.524 0.858 -6.552
C -0.102 -4.514 -3.268
C 1.975 4.907 5.019
H 4.749 -0.729 -2.025
N -0.073 -4.050 -0.899
H -4.726 0.657 0.313
H -1.029 -0.978 -4.279
C 3.658 0.476 -5.545
C 1.886 -2.316 2.121
H 5.654 -3.007 -2.356
O -4.050 3.314 -3.735
H -1.283 -0.667 5.896
H -0.553 -1.926 0.802
C -3.521 -4.379 0.476
C 1.108 -3.624 -0.285
N 4.745 -0.481 -5.475
C -0.266 -4.226 -4.599
H 8.476 0.772 -2.905
H 5.839 -2.485 -0.668
O 5.996 1.164 -2.751
C -1.376 -2.634 0.713
H -5.474 2.296 -5.540
H 2.050 -1.498 4.085
C -0.246 -3.574 -2.261
H -4.348 -5.078 0.364
H 0.339 -0.274 2.723
C -4.247 -0.094 -2.540
H 6.032 -0.773 -8.546
H -1.782 4.270 4.266
H -2.662 -1.549 2.086
C 0.057 -1.055 3.447
N 5.732 -0.951 -2.065
H -3.396 1.785 -2.026
H -6.391 2.983 4.090
C -5.346 1.155 1.052
H -6.926 2.496 2.473
H -2.877 3.801 1.491

These are the Löwdin partial charges, in e, on atoms 1 to 8: number 1, H, carries 0.122; number 2, H, carries 0.105; number 3, H, carries 0.083; number 4, O, carries 0.027; number 5, H, carries 0.093; number 6, Si, carries 0.543; number 7, H, carries 0.081; number 8, H, carries 0.084

***

Density functional theory data (ωB97M-V/def2-TZVPD) for a structure of composition C33H61B2BeClF8N3Na2O14 at a distorted geometry.

strongest force on any atom: 9.77 eV/Å
E: -4159.016572 hartree
total charge: +1

Positions of all 125 atoms, in Å:
H -0.432 -5.799 2.252
C -0.581 -1.449 -2.492
H 0.542 4.096 1.781
C -0.311 2.507 -0.618
C 3.815 -0.071 -0.053
O -7.405 1.896 0.839
B -1.211 2.239 -8.065
C 3.722 1.357 0.535
H -2.005 -2.911 2.694
F -0.211 2.739 -8.943
C -3.465 -0.005 -6.292
F -2.481 2.318 -8.690
C 1.511 0.026 -3.341
C 5.079 -0.823 1.942
H 5.388 6.589 7.532
H 2.942 -2.629 2.078
C 4.507 4.880 6.575
H 2.477 3.030 2.918
H -0.386 -4.691 -3.171
N -0.971 -3.861 -3.312
H -3.756 1.407 2.709
N 4.015 -1.185 0.922
H 3.467 0.713 -2.594
C 2.778 -1.579 1.681
C -5.840 -0.291 1.006
H 1.955 -0.933 -3.726
H -0.231 0.725 -2.113
C -3.878 -0.742 -7.507
C 2.456 2.905 1.793
H 4.745 1.714 0.879
C 4.562 6.222 6.934
H 0.376 2.248 1.783
Cl -7.574 3.298 1.157
H 6.816 -2.604 1.187
Na 7.669 -4.917 1.301
H -1.223 -4.060 -0.158
F 0.454 -1.016 1.822
H -3.443 0.965 0.174
C -3.553 2.022 0.570
C 5.641 -2.061 2.764
H -3.017 -3.164 1.219
O 0.865 3.129 -0.118
F -0.922 0.875 -7.733
Na -2.234 1.114 -3.126
C -0.049 -2.696 -3.312
C 2.449 5.283 5.391
H 3.477 2.028 -0.349
O 2.692 1.522 1.506
C -4.385 1.955 1.937
O -5.323 -0.225 -0.323
O -2.896 -0.850 -5.440
F -1.570 -2.664 -6.211
O 1.404 -0.431 -0.128
C 3.558 7.093 6.527
O -8.954 3.557 1.491
H 3.176 3.583 1.252
F -3.652 -3.092 -5.247
H -4.756 -0.993 -0.444
C -1.256 -6.542 0.330
F 5.415 1.773 -1.137
H 2.680 -0.922 2.601
H -1.842 -7.471 0.579
H -0.273 2.433 -1.789
C 0.573 -3.642 1.177
H 1.629 0.785 -4.190
B -2.906 -2.192 -6.057
H -1.656 -6.100 -0.629
F -1.220 3.014 -6.865
H -0.434 -1.601 -1.374
C 1.414 -1.430 0.875
H 0.814 -3.432 2.263
C 2.499 6.623 5.758
C 0.946 3.130 1.336
H -1.717 -1.438 -2.632
H 4.691 -0.077 2.706
H -4.602 3.000 2.298
Be 0.664 2.107 -2.154
O -3.609 1.169 -6.074
O -3.550 -2.027 -7.371
O -2.301 2.662 0.887
H 5.599 -3.729 1.550
H -0.728 0.327 -3.865
H -0.392 1.438 -0.230
H -5.017 -0.266 1.726
C 2.428 0.545 -2.153
C 2.582 -0.456 -0.954
H 3.599 8.138 6.810
O 1.069 -2.647 0.243
H 2.088 1.596 -1.767
C -0.051 -0.039 -3.009
H -0.188 -6.883 0.132
H 3.410 3.364 5.517
H 2.668 -1.506 -1.393
H -6.489 0.568 1.172
H -4.206 2.625 -0.140
C -2.630 -5.624 2.283
H 1.124 -4.611 0.927
H -6.417 -1.209 1.133
H 5.287 4.199 6.899
H 5.907 -0.279 1.380
H 0.166 -2.417 -4.388
O -6.736 3.646 2.284
H -2.650 -5.018 3.245
H 1.626 4.917 4.786
C -1.960 -2.912 1.562
H 1.715 7.301 5.443
H 0.948 -3.052 -2.872
H -1.596 4.347 -0.120
H -2.862 -6.689 2.592
O -4.422 -0.274 -8.465
C -1.678 3.227 -0.263
C -0.975 -3.995 0.953
H -5.375 1.423 1.793
H -1.647 -3.810 -2.544
N 6.321 -3.107 1.939
H 4.740 -0.069 -0.727
H 4.375 -2.010 0.417
O -7.198 4.100 0.013
H -2.380 3.065 -1.143
H -3.528 -5.276 1.683
C -1.248 -5.477 1.522
C 3.451 4.411 5.801
H 4.828 -2.486 3.424
H -1.766 -1.871 1.143
H 6.422 -1.636 3.476

These are the Löwdin partial charges, in e, on atoms 1 to 8: number 1, H, carries 0.134; number 2, C, carries -0.128; number 3, H, carries 0.164; number 4, C, carries -0.165; number 5, C, carries -0.173; number 6, O, carries -0.390; number 7, B, carries -1.183; number 8, C, carries -0.195